18
Properties=species:S:1:pos:R:3:forces:R:3:nbo_charge:R:1 method="wB97M-V/def2-TZVPD" relative_energy_kcal_mol=20.34 lumo_energy_ev=0.55 homo_ev=-10.4276 orbital_gap_ev=10.98 e_tot_ha=-347.1762 smiles=CCCO.O.O
C 1.332141 1.101639 1.363202 -0.80 0.19 0.69 -0.625
C 0.713999 1.401756 0.019929 -0.23 -0.37 -0.63 -0.429
C -0.050842 0.177420 -0.561245 0.55 1.04 0.26 -0.052
O 0.342952 -1.084051 -0.070240 -0.36 -0.90 -0.02 -0.748
H 2.236766 0.504656 1.415490 0.42 0.11 -0.71 0.199
H 1.538076 2.062901 1.829949 -0.02 -0.26 0.57 0.224
H 0.625788 0.472542 1.906263 -0.20 0.56 0.61 0.207
H 1.513817 1.740347 -0.625734 0.21 -0.13 -0.57 0.192
H 0.002380 2.255170 0.020188 0.38 -0.52 0.47 0.217
H 0.073176 0.235998 -1.636605 0.06 -0.53 0.03 0.149
H -1.117796 0.294175 -0.341145 0.19 -0.20 0.01 0.182
H 1.207011 -1.155625 0.337455 0.23 0.66 -0.25 0.474
O -1.356285 1.163519 -3.051609 -1.01 1.34 -0.50 -0.947
H -1.437752 0.222127 -2.959323 0.60 -0.44 0.07 0.480
H -0.461639 1.500389 -2.986347 0.08 -0.62 -0.04 0.475
O -0.935895 -2.527593 2.319294 0.17 -0.15 -0.01 -0.931
H -0.292191 -1.983551 2.772096 -0.01 0.25 0.46 0.457
H -0.479138 -2.671753 1.486129 -0.28 -0.04 -0.43 0.475